(1)
A 3-piece molecular cluster, C2H8OS2 overall. Source: the Open Molecules 2025 dataset; level of theory: ωB97M-V with the def2-TZVPD basis set.

**Charge**: -1
**DFT total energy**: -25921.4900 eV
**⟨S²⟩**: 0.758
**Relative energy (zero: lowest compared OMol25 entry of this formula, charge and spin)**: 0.0 kJ/mol
**Multiplicity**: 2

Element x y z (Å)
1 C 0.794172 -0.251978 1.752078
2 S 2.021255 0.426631 0.666714
3 S -2.366814 -0.415982 0.691793
4 C -1.633379 0.658719 -0.534885
5 H -0.223168 0.081656 1.517654
6 H 0.842073 -1.341416 1.716431
7 H 0.965624 0.066515 2.783503
8 H -0.835763 1.277680 -0.098935
9 H -1.098353 0.201282 -1.372928
10 H -2.381666 1.304623 -0.995287
11 H 0.960686 -1.361257 -2.060068
12 H 1.799315 -0.188307 -1.691498
13 O 1.156013 -0.458163 -2.374573

Forces on atoms 1 to 6 (eV/Å):
0.7 -0.4 0.5
0.2 0.5 -0.3
0.2 0.0 -0.1
0.5 0.3 -0.7
-0.5 -0.2 -0.2
-0.4 0.0 0.1

---

(2)
A 2-piece molecular cluster, C2H8OS2 overall at a distorted geometry. Source: the Open Molecules 2025 dataset; level of theory: ωB97M-V with the def2-TZVPD basis set.

**DFT total energy**: -25921.2090 eV
**Relative energy (zero: lowest compared OMol25 entry of this formula, charge and spin)**: 70.1 kJ/mol

Element x y z (Å)
1 C -1.081746 1.240030 -1.432810
2 S 0.645239 0.747640 -1.006517
3 S 1.100879 0.113908 0.728178
4 C 1.273064 -1.683382 0.601938
5 H -1.829443 0.472432 -1.236681
6 H -1.309070 2.203982 -1.011526
7 H -0.915279 1.370331 -2.503242
8 H 1.648927 -1.970889 1.603505
9 H 0.305538 -2.167463 0.460030
10 H 1.998324 -1.973997 -0.169452
11 H -2.690356 -1.261619 1.881510
12 H -3.529262 -0.428698 1.029910
13 O -2.675770 -0.873739 0.993154

Forces on atoms 1 to 6 (eV/Å):
0.6 -0.7 0.3
-0.1 1.2 -3.5
0.3 -0.8 2.8
0.0 -0.2 0.5
0.1 0.1 0.0
-0.2 0.2 0.3

---

(3)
A 2-piece molecular cluster, C2H8OS2 overall at a distorted geometry. Source: the Open Molecules 2025 dataset; level of theory: ωB97M-V with the def2-TZVPD basis set.

**DFT total energy**: -25919.6365 eV
**Relative energy (zero: lowest compared OMol25 entry of this formula, charge and spin)**: 221.8 kJ/mol

Element x y z (Å)
1 C -0.258662 3.142672 0.098287
2 C 0.103384 1.845355 0.709214
3 S -0.782706 0.198084 -0.062037
4 S 0.014446 -0.321880 -1.754441
5 H 0.529910 3.519536 -0.639087
6 H -0.484124 3.939020 0.727259
7 H -1.148337 3.047561 -0.595958
8 H -0.174234 1.806967 1.834624
9 H 1.094942 1.634787 0.456420
10 H 0.904563 -1.281209 -1.723635
11 H 1.746693 -4.746726 2.568947
12 H 0.618970 -3.502901 2.670133
13 O 1.266931 -4.045559 2.364993

Forces on atoms 1 to 6 (eV/Å):
-0.4 0.1 -4.4
-1.9 -1.7 1.2
-0.3 1.5 2.9
-0.4 1.3 -2.9
-0.8 -0.6 1.1
-0.3 1.2 1.5

---

(4)
A 2-piece molecular cluster, C2H8S2 overall at a distorted geometry. Source: the Open Molecules 2025 dataset; level of theory: ωB97M-V with the def2-TZVPD basis set.

**DFT total energy**: -23873.3008 eV
**Relative energy (zero: lowest compared OMol25 entry of this formula, charge and spin)**: 81.6 kJ/mol

Element x y z (Å)
1 C -3.452186 -1.040149 1.063812
2 S -2.941675 0.657426 0.658848
3 H -3.505215 -1.106070 2.150195
4 H -4.501952 -1.211491 0.792415
5 H -2.957203 -1.801402 0.472490
6 H -3.770893 1.404890 1.377465
7 C 3.706905 0.678166 -0.591930
8 S 3.797788 -0.165065 -2.199530
9 H 3.147438 1.602469 -0.763607
10 H 3.201728 -0.004869 0.085683
11 H 4.655599 0.975973 -0.179449
12 H 2.619666 0.010122 -2.866392

Forces on atoms 1 to 6 (eV/Å):
-2.2 0.7 0.4
0.9 -0.2 -0.9
0.8 -0.7 -0.1
0.0 0.4 -0.2
0.8 0.2 0.5
-0.4 -0.3 0.3

---

(5)
A 2-piece molecular cluster, C2H8S2 overall. Source: the Open Molecules 2025 dataset; level of theory: ωB97M-V with the def2-TZVPD basis set.

**DFT total energy**: -23873.6202 eV
**Relative energy (zero: lowest compared OMol25 entry of this formula, charge and spin)**: 50.8 kJ/mol

Element x y z (Å)
1 C 1.652084 1.774655 -1.325959
2 S 1.678939 0.493757 0.003947
3 H 0.861051 1.497745 -2.014140
4 H 2.559900 1.992301 -1.875629
5 H 1.317302 2.639864 -0.759543
6 H 2.663842 -0.348194 -0.303088
7 C -2.198336 -1.055439 0.994314
8 S -1.093666 -2.479436 0.632340
9 H -1.652593 -0.159903 0.742289
10 H -2.534303 -1.076991 2.027370
11 H -3.104418 -1.171991 0.406258
12 H -0.149801 -2.106369 1.471841

Forces on atoms 1 to 6 (eV/Å):
-0.6 -0.6 0.5
-0.1 0.4 0.1
0.0 0.0 -0.2
0.3 -0.2 0.3
0.2 0.2 -0.2
0.2 0.1 -0.5

---

(6)
A 2-piece molecular cluster, C2H8S2 overall at a distorted geometry. Source: the Open Molecules 2025 dataset; level of theory: ωB97M-V with the def2-TZVPD basis set.

**DFT total energy**: -23873.6660 eV
**Relative energy (zero: lowest compared OMol25 entry of this formula, charge and spin)**: 46.4 kJ/mol

Element x y z (Å)
1 S -0.432613 -2.945763 -2.158746
2 C 0.950636 -1.845614 -1.668817
3 H -0.148983 -2.990633 -3.477846
4 H 1.971666 -2.136093 -1.968367
5 H 0.911016 -1.783963 -0.568257
6 H 0.732306 -0.847814 -2.085156
7 S 0.139877 1.343475 2.746192
8 C -0.934903 2.492575 1.971752
9 H 0.227187 0.397016 1.787502
10 H -0.811053 3.435954 2.529692
11 H -2.005983 2.229455 1.958892
12 H -0.599153 2.651405 0.933163

Forces on atoms 1 to 6 (eV/Å):
0.7 0.0 -0.2
-0.2 0.6 0.0
-0.1 0.0 0.3
-0.7 -0.3 0.0
0.0 0.0 -0.5
0.3 -0.4 0.3

---

(7)
A 2-piece molecular cluster, C2H8S2 overall at a distorted geometry. Source: the Open Molecules 2025 dataset; level of theory: ωB97M-V with the def2-TZVPD basis set.

**DFT total energy**: -23873.5973 eV
**Relative energy (zero: lowest compared OMol25 entry of this formula, charge and spin)**: 53.0 kJ/mol

Element x y z (Å)
1 C -1.058449 0.706005 -1.258388
2 S -2.030710 1.313799 0.153317
3 H -0.988667 -0.367170 -1.152961
4 H -1.633851 1.067896 -2.111757
5 H -0.067045 1.120487 -1.403420
6 H -1.104511 1.087635 1.095784
7 C 1.790529 -1.879902 1.194325
8 S 1.625977 -0.659573 -0.140874
9 H 1.287952 -2.815170 0.937155
10 H 2.835157 -2.173192 1.238413
11 H 1.429953 -1.581793 2.172753
12 H 2.268360 0.252487 0.586964

Forces on atoms 1 to 6 (eV/Å):
-0.6 0.4 -0.1
0.5 0.2 0.1
-0.1 -0.1 -0.5
-0.1 -0.6 -0.1
0.0 0.2 0.5
0.0 0.0 0.0

---

(8)
A 2-piece molecular cluster, C2H8S2 overall at a distorted geometry. Source: the Open Molecules 2025 dataset; level of theory: ωB97M-V with the def2-TZVPD basis set.

**DFT total energy**: -23873.5037 eV
**Relative energy (zero: lowest compared OMol25 entry of this formula, charge and spin)**: 62.1 kJ/mol

Element x y z (Å)
1 C -2.375054 -1.052757 1.237730
2 S -0.596337 -1.251768 0.836918
3 H -2.764406 -2.030525 0.973597
4 H -2.506418 -0.616277 2.211049
5 H -2.752474 -0.258421 0.572458
6 H -0.199347 0.034334 0.966930
7 C 1.735785 0.526096 -1.549786
8 S 2.836999 1.442728 -0.343328
9 H 1.975949 0.908366 -2.525347
10 H 2.092217 -0.512731 -1.360930
11 H 0.683359 0.651581 -1.281708
12 H 1.869726 2.159375 0.262417

Forces on atoms 1 to 6 (eV/Å):
1.0 1.4 -1.4
0.1 0.2 0.2
-0.6 0.2 0.6
-0.2 -0.8 0.7
-0.2 -0.7 -0.1
-0.2 -0.3 0.0

---

(9)
A 2-piece molecular cluster, C2H8S2 overall. Source: the Open Molecules 2025 dataset; level of theory: ωB97M-V with the def2-TZVPD basis set.

**DFT total energy**: -23873.8604 eV
**Relative energy (zero: lowest compared OMol25 entry of this formula, charge and spin)**: 27.6 kJ/mol

Element x y z (Å)
1 S -0.823417 -3.202954 0.301360
2 H -2.056729 -2.860149 0.700774
3 H -1.287083 -3.479204 -0.909072
4 C 1.351446 0.349538 0.565171
5 C 0.245463 0.939942 -0.311886
6 S 0.243820 2.759583 -0.451963
7 H 0.981789 0.042059 1.532778
8 H 2.147064 1.086643 0.720482
9 H 1.818391 -0.534719 0.135272
10 H 0.303890 0.509273 -1.312663
11 H -0.733331 0.680534 0.073384
12 H 0.176145 2.944298 0.868691

Forces on atoms 1 to 6 (eV/Å):
-0.1 0.1 0.3
0.1 0.0 0.1
0.0 -0.1 -0.4
0.5 0.4 0.0
-0.1 -0.3 0.0
0.2 -0.3 -0.1